Density functional theory data (the ωB97M-V functional and the def2-TZVPD basis) for a molecular structure, C51H66F3N12O5PS.

Values from the calculation:
E	-4055.1013	hartree
HOMO energy	-7.913	eV

Geometry as ORCA input:
```
! wB97M-V def2-TZVPD RIJCOSX def2/J DEFGRID3
* xyz 0 1
O 1.23 -2.96 -0.63
P 2.05 -1.83 -1.39
O 1.04 -0.41 -1.73
S -0.48 -0.61 -0.95
O -0.14 -0.38 0.58
O -1.56 0.65 -1.33
C -2.84 0.15 -1.87
C -3.45 -1.16 -1.11
O -4.94 -0.95 -1.04
C -3.24 -2.59 -1.89
F -4.58 -3.21 -2.18
F -2.54 -2.50 -3.19
F -2.50 -3.62 -1.09
H 3.27 -1.50 -0.68
H 2.46 -2.39 -2.65
H -2.73 0.05 -3.03
H -3.63 1.03 -1.70
H -3.12 -1.26 0.04
H -5.22 -1.17 -0.09
N 7.22 -2.47 -2.36
C 6.69 -2.31 -3.62
C 5.57 -3.10 -3.71
C 5.41 -3.76 -2.47
C 6.44 -3.35 -1.66
H 8.05 -2.01 -2.02
H 7.15 -1.64 -4.33
H 4.93 -3.19 -4.58
H 4.63 -4.46 -2.20
H 6.69 -3.61 -0.64
N 1.54 2.54 -0.16
C 1.37 3.78 0.40
C 2.60 4.39 0.47
C 3.55 3.49 -0.07
C 2.87 2.35 -0.45
H 0.81 1.86 -0.33
H 0.39 4.12 0.70
H 2.80 5.38 0.86
H 4.62 3.65 -0.17
H 3.22 1.43 -0.91
N -0.93 6.55 1.00
C -2.07 6.49 0.24
C -2.06 7.56 -0.62
C -0.88 8.30 -0.37
C -0.20 7.65 0.64
H -0.68 5.89 1.72
H -2.78 5.69 0.37
H -2.82 7.80 -1.35
H -0.55 9.20 -0.87
H 0.74 7.87 1.12
N 8.11 -3.11 1.89
C 8.28 -3.57 3.16
C 9.43 -4.32 3.20
C 9.98 -4.30 1.89
C 9.15 -3.54 1.11
H 7.34 -2.54 1.57
H 7.56 -3.34 3.94
H 9.84 -4.82 4.07
H 10.90 -4.78 1.57
H 9.20 -3.28 0.06
N -4.89 9.18 0.82
C -5.69 9.32 -0.29
C -6.98 9.51 0.14
C -6.97 9.49 1.55
C -5.66 9.29 1.94
H -3.89 9.02 0.80
H -5.26 9.27 -1.29
H -7.84 9.65 -0.50
H -7.81 9.61 2.21
H -5.22 9.21 2.93
N 3.01 -5.96 1.73
C 2.94 -7.31 1.97
C 1.76 -7.77 1.42
C 1.11 -6.67 0.83
C 1.90 -5.56 1.03
H 3.77 -5.36 2.02
H 3.72 -7.82 2.51
H 1.41 -8.80 1.45
H 0.16 -6.67 0.31
H 1.78 -4.53 0.74
N -6.29 -5.64 -2.10
C -6.36 -6.99 -1.86
C -7.54 -7.45 -2.40
C -8.19 -6.34 -2.99
C -7.40 -5.24 -2.79
H -5.53 -5.03 -1.80
H -5.58 -7.50 -1.32
H -7.89 -8.47 -2.37
H -9.14 -6.35 -3.51
H -7.52 -4.21 -3.09
N -9.04 -1.89 -4.19
C -9.12 -2.80 -5.21
C -9.94 -2.27 -6.18
C -10.36 -1.00 -5.73
C -9.79 -0.79 -4.50
H -8.51 -2.02 -3.33
H -8.59 -3.74 -5.16
H -10.20 -2.75 -7.12
H -11.02 -0.31 -6.25
H -9.85 0.05 -3.82
N 10.39 -0.52 6.76
C 10.31 -1.42 5.73
C 9.49 -0.90 4.76
C 9.06 0.38 5.21
C 9.64 0.59 6.44
H 10.92 -0.64 7.61
H 10.83 -2.37 5.79
H 9.22 -1.38 3.83
H 8.41 1.07 4.69
H 9.57 1.43 7.12
N -3.87 9.64 -4.00
C -4.58 10.44 -4.86
C -3.68 11.16 -5.61
C -2.38 10.78 -5.20
C -2.53 9.83 -4.20
H -4.27 9.00 -3.32
H -5.66 10.43 -4.85
H -3.93 11.88 -6.37
H -1.44 11.15 -5.59
H -1.80 9.29 -3.63
N -6.09 0.57 2.38
C -5.04 1.45 2.48
C -5.46 2.67 1.99
C -6.81 2.52 1.59
C -7.17 1.22 1.84
H -6.07 -0.40 2.66
H -4.09 1.14 2.89
H -4.86 3.57 1.93
H -7.45 3.28 1.16
H -8.11 0.69 1.68
N 7.25 -6.68 4.59
C 6.07 -7.08 5.16
C 6.27 -8.33 5.71
C 7.61 -8.69 5.48
C 8.20 -7.65 4.78
H 7.40 -5.81 4.10
H 5.20 -6.45 5.11
H 5.52 -8.91 6.23
H 8.10 -9.60 5.78
H 9.21 -7.52 4.41
*
```

Density functional theory data (the ωB97M-V functional and the def2-TZVPD basis) for 4 unconnected molecules or ions with the total composition C4H16O4.

Values from the calculation:
SMILES	CO.CO.CO.CO
energy relative to the best compared isomer or geometry (same formula, charge and spin)	64.4	kcal per mole
E	-462.8594	hartree
HOMO energy	-10.217	eV

Geometry as ORCA input:
```
! wB97M-V def2-TZVPD RIJCOSX def2/J DEFGRID3
* xyz 0 1
C 20.44 -28.16 12.93
O 20.60 -27.49 11.68
H 20.47 -29.25 12.85
H 21.16 -27.76 13.64
H 19.45 -27.92 13.32
H 21.41 -27.74 11.23
C 13.50 -33.96 12.03
O 12.33 -33.26 12.42
H 14.33 -33.79 12.72
H 13.30 -35.03 11.95
H 13.86 -33.60 11.07
H 11.70 -33.90 12.76
C 10.35 -32.44 17.03
O 9.71 -33.71 17.00
H 9.91 -31.69 16.37
H 10.34 -31.90 17.98
H 11.37 -32.66 16.74
H 8.87 -33.82 17.44
C 15.27 -30.17 15.07
O 13.92 -30.06 14.67
H 15.30 -30.21 16.16
H 15.71 -31.12 14.78
H 15.84 -29.33 14.67
H 13.62 -30.92 14.34
*
```

Look up the E of the first one.
-4055.1013 hartree